A 6-piece molecular cluster, C49H80F15N2O12 overall, computed with the ωB97M-V functional and the def2-TZVPD basis.

Properties
HOMO-LUMO gap = 7.933 eV
net charge = +1
LUMO level = -3.611 eV

```
158
Properties=species:S:1:pos:R:3:forces:R:3:lowdin_charge:R:1
F 2.3177 7.7316 -0.5584 0.295 0.299 0.065 0.144
F 1.8048 -4.8760 3.5958 0.129 -0.395 -0.421 0.149
F 10.1996 -4.1748 2.2202 -0.304 0.290 -0.114 0.161
F -8.5949 -6.4989 -2.6106 0.101 0.238 0.343 0.164
F 3.3321 6.5194 0.9033 0.276 0.453 -0.055 0.173
F -6.8485 -7.5612 -1.9191 0.011 0.299 0.332 0.164
F 11.2042 -2.4780 3.0809 -0.461 0.248 -0.189 0.168
F -6.6334 -5.8592 -3.2222 -0.005 0.239 0.482 0.163
F -5.0476 0.6301 6.8795 -0.182 0.398 -0.179 0.163
F -7.0104 -0.2568 6.9489 -0.130 0.400 -0.178 0.164
F 3.9741 6.4726 -1.1471 0.171 0.314 0.012 0.144
F 3.8780 -4.4252 3.2282 -0.070 -0.368 -0.486 0.154
F 9.6631 -3.4880 4.1951 -0.303 0.263 -0.219 0.164
F 3.3558 -5.9919 4.5979 -0.054 -0.286 -0.400 0.168
F -5.8425 -0.3704 5.1465 -0.208 0.470 -0.090 0.156
O -6.4822 -4.5128 -0.8438 0.294 -0.033 -0.468 0.160
O 2.3459 -7.5428 2.6077 -0.021 0.618 0.427 0.033
O -7.2923 2.4299 6.7126 0.395 -0.534 0.020 0.034
O 4.8575 8.7763 1.1919 -0.342 -0.413 0.297 0.185
O -8.1290 -5.7990 -0.0345 0.172 -0.333 -0.517 0.036
O -0.8803 0.5025 -5.1046 0.832 1.665 1.037 -0.042
O -6.7545 2.1420 4.5552 0.318 -0.427 -0.203 0.162
O -0.8877 0.2435 -1.3141 0.744 1.389 -0.910 -0.181
O 7.8538 -2.8278 2.0529 0.430 -0.214 0.334 0.035
O 4.8429 9.0426 -1.0334 -0.544 -0.499 0.008 0.025
O 3.5517 -6.2744 1.2159 0.198 0.656 0.130 0.163
O 9.0900 -0.9651 2.2229 0.448 0.021 0.201 0.172
N 0.7746 6.4962 -4.4876 -0.347 -0.818 -0.042 -0.127
N 1.6869 3.8582 -5.2330 -1.246 -0.765 -0.029 0.154
C 0.3212 4.1132 -5.1954 -1.391 -1.596 -0.157 -0.128
C -2.5855 1.7269 2.8679 0.711 -1.005 0.052 -0.116
C 10.0128 -3.0724 2.9656 1.183 -0.940 0.554 -0.531
C 3.7885 2.3358 -5.2421 -0.995 -0.515 0.142 -0.096
C -0.5636 0.8486 -2.5932 -0.653 -0.193 0.193 -0.185
C 3.0292 -6.4465 2.2771 -0.396 -1.186 -0.700 -0.394
C -3.3366 -0.4042 1.5876 -1.149 0.310 -0.492 -0.195
C -0.2276 -3.1718 0.8231 0.399 -1.013 -0.105 -0.175
C -0.2115 1.0710 0.9703 1.161 0.602 -0.781 -0.090
C -0.0774 1.6178 -5.1699 2.016 0.904 -0.207 -0.210
C -4.3910 0.0048 0.4524 -0.286 -0.271 0.996 -0.186
C 3.0216 -5.4368 3.4234 0.029 1.103 1.454 -0.527
C 3.7011 1.3639 -2.7807 0.681 -0.351 0.561 -0.201
C 3.5576 -9.3269 1.4671 0.311 0.213 0.141 -0.060
C -3.5014 0.4387 2.9115 1.163 0.531 -0.133 -0.230
C -1.0600 -3.8116 -0.3710 0.204 1.253 -0.160 -0.174
C -6.1688 0.4352 6.1634 0.530 -1.455 0.532 -0.529
C 3.2858 -1.1825 0.3388 -0.084 0.843 0.897 -0.200
C 5.7288 10.1715 -0.9043 0.617 0.558 0.008 -0.194
C -1.9389 -2.7020 -1.0907 -0.715 -1.001 0.320 -0.202
C -0.9429 1.3581 -0.3819 -0.389 0.189 1.211 -0.238
C 7.0437 -1.6893 0.0598 0.409 0.001 -0.121 -0.052
C 8.9572 -2.1432 2.3671 -1.079 0.278 -0.404 -0.388
C -7.2479 -5.4224 -0.9622 -0.331 0.317 1.171 -0.385
C -3.4552 -3.1268 -1.3152 0.324 1.379 -0.217 -0.183
C 4.4925 8.4433 0.1071 0.764 1.096 -0.352 -0.395
C 2.2567 -8.5592 1.5928 0.043 -0.642 -0.454 -0.195
C 1.3065 -2.9360 0.4520 -0.068 0.460 1.279 -0.178
C -0.6036 2.9948 -5.1660 1.954 -0.548 -0.188 0.102
C -8.8034 -3.6887 0.9872 0.000 0.118 -0.383 -0.059
C -7.8681 3.7103 6.3976 -0.445 0.623 -0.123 -0.196
C -4.2541 -1.7551 -1.5380 0.223 -0.300 0.430 -0.191
C 2.2306 2.5989 -5.2406 -0.160 -2.456 0.284 -0.138
C 6.7729 -2.0559 1.5057 -0.537 0.266 -0.395 -0.199
C 1.0708 6.0741 -3.1018 0.589 0.363 1.159 -0.128
C -7.3319 -6.3353 -2.1849 -0.161 -0.867 -1.304 -0.529
C -6.7711 1.7560 5.6866 -0.553 1.141 0.200 -0.391
C 3.6026 0.1694 -0.4302 0.617 -0.399 -0.146 -0.211
C -0.7649 -0.1533 -3.7856 -0.967 -0.889 1.253 -0.095
C -9.2183 3.5563 5.7263 -0.041 -0.360 -0.171 -0.061
C 4.1556 1.1323 -4.2708 -0.158 0.337 0.352 -0.196
C 1.7428 -1.4313 0.5408 0.004 -0.020 -0.715 -0.223
C -8.1270 -5.0312 1.1823 -0.143 0.444 0.596 -0.193
C 1.3788 1.4120 -5.2124 -1.529 2.916 -0.138 0.098
C 3.5307 7.2881 -0.1695 -0.785 -1.204 0.014 -0.521
C -0.1978 5.5919 -5.1447 -0.435 -0.481 1.018 -0.153
C 3.4146 0.0291 -1.9910 -0.322 0.154 0.683 -0.200
C -5.0272 -1.2612 -0.2493 -0.090 0.786 -0.395 -0.198
C 7.1499 9.7264 -0.6224 -0.006 -0.383 0.160 -0.060
H 7.2431 -2.5865 -0.5301 -0.161 -0.014 0.039 0.090
H -7.1087 -4.9213 1.5612 0.017 -0.005 -0.258 0.126
H -4.5532 0.7787 3.0874 0.760 -0.738 -0.170 0.088
H -5.1167 -2.0834 0.5161 -0.054 0.757 -0.865 0.102
H 5.8819 -2.6826 1.5597 0.250 -0.198 0.170 0.115
H -0.4913 2.2993 -0.8065 -0.314 -0.963 0.212 0.121
H 4.3730 -8.6784 1.1441 -0.107 -0.026 -0.096 0.075
H -3.4866 -0.9680 -1.8027 -0.780 -0.707 0.156 0.082
H 0.8983 1.0782 0.7694 -1.107 -0.073 0.159 0.062
H -1.9791 -1.8030 -0.4145 0.235 -0.810 -0.980 0.074
H 7.4911 9.0308 -1.3918 0.006 0.153 -0.077 0.084
H 6.1924 -1.1618 -0.3708 -0.033 -0.072 0.054 0.049
H -3.8165 -3.6576 -0.3900 0.169 0.429 -1.091 0.100
H -2.5804 2.1466 1.8258 -0.273 0.045 1.141 0.064
H -1.4952 -2.4442 -2.0966 -0.380 0.029 1.145 0.099
H 1.4469 -0.9817 1.5322 0.191 -0.578 -1.088 0.111
H 4.5640 1.8619 -2.2480 -0.998 -0.215 -0.496 0.121
H 4.1120 -0.8000 -2.3070 -0.793 0.803 0.043 0.123
H -4.9639 -1.8111 -2.4021 0.556 -0.160 0.762 0.103
H -9.8139 -3.8245 0.5966 -0.008 -0.049 0.160 0.086
H -7.1774 4.2990 5.7904 0.038 -0.252 -0.066 0.127
H 3.8484 -9.7445 2.4330 -0.129 -0.094 -0.053 0.086
H 3.7463 0.1540 -4.6264 0.336 0.881 0.049 0.103
H 4.3704 3.2360 -4.9269 -0.560 -0.580 -0.493 0.125
H -0.4422 0.0771 1.4229 -0.026 1.071 -0.334 0.062
H 1.5620 -3.3170 -0.5700 -0.203 0.105 0.941 0.111
H -1.5264 1.3731 3.0485 -1.303 0.512 -0.012 0.055
H 5.6962 10.7016 -1.8564 -0.249 -0.264 -0.034 0.126
H 7.9231 -1.0498 -0.0309 -0.108 0.054 0.076 0.079
H 5.2702 1.0393 -4.2669 -0.916 -0.022 -0.183 0.123
H -1.7083 3.1114 -5.1308 1.059 0.208 0.001 0.143
H 0.4836 1.2439 -2.4851 -0.882 -0.126 -0.528 0.117
H 7.8228 10.5833 -0.5927 -0.067 0.007 -0.055 0.087
H 1.4626 -9.2386 1.9034 -0.004 0.266 0.252 0.127
H -1.7731 -0.6305 -3.6222 1.036 0.481 -0.266 0.134
H -3.6045 -3.7532 -2.2315 0.293 0.200 0.990 0.107
H 1.1983 -0.8778 -0.2818 0.350 -0.490 0.976 0.089
H -1.3253 1.6736 -2.7294 1.004 -0.492 -0.200 0.138
H 1.7652 0.3736 -5.2224 -0.144 1.077 0.035 0.138
H -0.2812 -3.9161 1.6705 0.233 0.848 -0.723 0.102
H 4.0218 2.0163 -6.2958 0.070 0.614 0.959 0.133
H -9.8855 2.9544 6.3464 0.011 0.150 0.078 0.086
H 2.3379 -0.2856 -2.1413 1.127 0.074 -0.216 0.101
H 6.5828 -1.1734 2.1205 0.256 -0.037 0.010 0.129
H 1.9504 -8.1205 0.6409 0.143 0.185 0.126 0.127
H -3.9546 0.7173 -0.2946 -0.317 -0.684 0.483 0.090
H 3.4584 -10.1366 0.7439 -0.074 0.014 0.047 0.085
H -0.5074 5.9710 -6.1503 0.592 -0.417 0.672 0.139
H 5.3598 10.8591 -0.1408 -0.074 -0.250 0.076 0.129
H -6.0583 -0.9561 -0.5796 0.827 -0.458 0.429 0.104
H -0.0210 -0.9885 -3.7816 -0.313 0.870 -0.285 0.135
H -0.3102 -4.1697 -1.1282 -0.826 -0.195 0.821 0.098
H 3.7236 -1.0285 1.3699 -0.276 -0.433 -1.010 0.112
H -9.1299 3.0445 4.7671 0.062 0.132 0.009 0.074
H -3.5765 -1.4692 1.8486 0.567 0.810 -0.334 0.109
H -7.9912 4.2363 7.3446 0.168 -0.307 0.087 0.127
H -8.8557 -3.1433 1.9298 -0.007 -0.085 0.011 0.084
H 3.0108 1.0195 0.0127 0.324 -0.840 -0.536 0.108
H 1.8001 6.7989 -2.6464 -0.765 -0.658 -0.636 0.073
H 0.1743 6.0811 -2.4152 0.656 -0.262 -0.716 0.101
H -0.3879 1.9309 1.6746 0.073 -1.082 -0.841 0.077
H 2.8018 2.0276 -2.6887 0.741 -0.430 -0.180 0.097
H -0.6693 -2.2233 1.2267 0.174 -0.783 -0.560 0.088
H -2.3166 -0.3125 1.1222 -0.962 -0.364 0.919 0.058
H -8.2648 -3.0727 0.2654 0.075 -0.028 0.125 0.068
H 1.8851 -3.4831 1.2510 -0.209 0.323 -1.143 0.094
H 4.6826 0.4416 -0.2347 -1.019 -0.235 -0.227 0.100
H 3.8007 -2.0714 -0.1059 -0.401 0.775 0.099 0.110
H -1.1410 5.5842 -4.5137 0.735 -0.426 -0.765 0.133
H 7.2213 9.2029 0.3319 -0.028 0.150 0.009 0.077
H -2.7995 2.4820 3.6614 -0.132 -0.498 -0.818 0.076
H -5.2091 0.5769 0.9826 0.705 -0.588 -0.616 0.107
H 1.5888 5.0756 -3.0362 -0.727 0.926 -0.189 0.080
H -3.1189 -0.1981 3.7602 -0.760 0.690 -0.640 0.110
H 0.2860 7.3896 -4.4071 0.499 -0.083 -0.295 0.115
H 2.2856 4.6896 -5.2231 -0.083 -0.312 -0.018 0.171
H -1.7018 -4.6560 0.0060 0.663 0.807 -0.506 0.108
H -8.6819 -5.6142 1.9177 0.017 -0.209 -0.288 0.127
H -2.0293 1.5752 -0.2080 0.848 -0.134 -0.115 0.097
H -9.6752 4.5307 5.5526 0.045 -0.004 0.075 0.084
```
Forces are in eV/Å.